Record 1
18
Properties=species:S:1:pos:R:3 method="wB97M-V/def2-TZVPD" lumo_ev=0.546 homo_energy_ev=-7.513 de_lowest_kj_mol=280.44 homo_lumo_gap_ev=8.1 charge=0
C -4.58659 1.26133 -1.07494
C -3.59613 -1.72403 1.83985
C -2.33286 0.86408 -0.03856
C 0.36615 -0.13142 0.49368
C 0.23601 -1.07915 -1.68256
N -3.62547 1.21211 -0.36158
N -1.65884 0.16514 -0.87959
N -0.39691 -0.22244 -0.69946
O -5.55473 1.39634 -1.68542
O -2.74391 -2.44517 1.60588
O -1.94877 1.04154 1.24642
H -0.16264 0.18932 1.39474
H 0.96510 -1.11348 0.69129
H 1.13491 0.65213 0.21689
H -0.39292 -1.29639 -2.58582
H 1.18137 -0.82584 -2.05824
H 0.48717 -2.07985 -1.17799
H -2.39544 1.79073 1.56884

Record 2
55
Properties=species:S:1:pos:R:3 method="wB97M-V/def2-TZVPD" lumo_ev="-8.536 / -8.536" homo_energy_ev="-13.439 / -13.438" de_lowest_kj_mol=140.07 homo_lumo_gap_ev="4.9 / 4.9" charge=+2
C 0.56760 2.00350 3.99871
C 0.95844 2.24465 2.66818
C -0.18408 2.75521 1.95965
H 1.98231 2.25102 2.30178
C -1.26523 2.81674 2.90086
C -0.79320 2.34891 4.14002
H -1.34533 2.34744 5.07722
H 1.23440 1.71079 4.82245
H -0.16851 3.21695 0.96350
H -2.21913 3.30495 2.72419
Sn -0.80042 0.29842 1.72267
C -0.05187 -0.82272 -0.78430
H -0.99524 -0.30022 -0.87749
H -0.09732 -1.59397 -0.06510
H 0.78818 -0.19569 -0.60170
Si -0.28127 -1.05394 -2.59404
C 1.26924 -1.05443 -3.57309
C 1.96124 0.16655 -3.53144
H 1.50446 1.04538 -3.08481
C 3.25500 0.23368 -4.06222
H 3.80878 1.16117 -3.95947
C 3.83679 -0.86775 -4.70227
H 4.85274 -0.80301 -5.09867
C 3.08615 -2.04802 -4.82266
H 3.52974 -2.90015 -5.33247
C 1.79860 -2.14924 -4.28965
H 1.21224 -3.06421 -4.41611
C -1.45687 0.19236 -3.43876
C -1.22697 0.72295 -4.73738
H -0.42543 0.30658 -5.36022
C -2.01061 1.77798 -5.22829
H -1.78160 2.21592 -6.21014
C -3.08081 2.28951 -4.47757
H -3.66816 3.13980 -4.84455
C -3.39072 1.68780 -3.24307
H -4.23934 2.05356 -2.65982
C -2.62396 0.61966 -2.75347
H -2.93268 0.11912 -1.83118
H -0.19933 -2.34460 -1.73098
H -1.10768 -2.20870 -3.13584
O 1.48642 -0.57735 2.28754
C 1.73781 -1.04393 3.64629
C 0.44588 -1.33390 4.32462
C 0.42652 -2.06602 5.51691
C -0.77933 -2.30967 6.15168
C -1.94003 -1.79679 5.57384
C -1.87036 -1.08509 4.38349
N -0.68898 -0.93425 3.71193
H 2.32848 -0.36738 1.86976
H 2.31734 -1.97488 3.59509
H 2.29586 -0.26953 4.18556
H 1.41210 -2.41275 5.90400
H -0.81217 -2.87812 7.07279
H -2.91197 -1.93524 6.03780
H -2.74773 -0.63908 3.90624

Record 3
64
Properties=species:S:1:pos:R:3 method="wB97M-V/def2-TZVPD" lumo_ev=4.378 homo_energy_ev=-1.326 de_lowest_kj_mol=35.53 homo_lumo_gap_ev=5.7 charge=-2
Ca 0.81382 0.46999 1.08019
C 2.90670 6.15725 1.17792
C 3.26872 4.78483 1.67590
C 4.40413 4.54356 2.43396
C 4.67884 3.25914 2.87435
C 3.78812 2.25672 2.52396
Br 4.03483 0.49527 3.12745
N 2.70944 2.45383 1.78676
C 2.44887 3.69912 1.37593
H 3.66607 6.89011 1.45735
H 1.95009 6.48219 1.59065
H 2.80462 6.16354 0.09165
H 5.07558 5.35837 2.68740
H 5.54639 3.02903 3.47529
H 1.54746 3.76408 0.75446
C -0.48636 -4.46644 0.82539
N -0.35247 -3.87852 -0.50043
C 0.16707 -4.85480 -1.44059
C 0.20835 -2.57623 -0.53451
N 0.48520 -1.89010 0.49592
N 0.41972 -2.09605 -1.80139
C 1.14528 -0.86566 -2.10995
N 1.42293 -0.98441 -3.55561
N 1.43381 0.07948 -1.38807
H -1.14191 -5.33719 0.74879
H -0.91120 -3.77346 1.54988
H 0.48662 -4.79379 1.21967
H -0.50593 -5.71518 -1.46258
H 1.16676 -5.21291 -1.14683
H 0.23870 -4.45314 -2.44746
H 0.39997 -2.37618 1.38617
H -0.15960 -2.45517 -2.54011
H 1.99542 -1.80572 -3.73185
H 1.97081 -0.16327 -3.78226
H 1.17756 2.44306 -0.90341
O -0.55905 -2.23926 3.34940
S 0.38072 -1.14329 3.69616
O 0.61634 -1.06335 5.13741
O 1.65335 -1.33490 2.93483
O -0.18020 0.15925 3.17553
C -2.86871 0.88795 -3.33589
C -1.46112 1.20721 -2.86049
N -1.50559 1.44980 -1.44550
C -2.11031 0.56951 -0.61760
N -1.79572 0.55687 0.63899
C -2.70780 -0.17200 1.50218
C -2.97198 -1.55934 0.94387
C -3.56640 -1.44140 -0.44958
N -3.11819 -0.24419 -1.15447
C -3.34516 -0.33926 -2.58030
H -2.89998 0.68812 -4.41169
H -3.51931 1.74056 -3.12027
H -1.07569 2.10784 -3.34554
H -0.77983 0.38447 -3.13035
H -0.67234 2.00928 -0.98132
H -3.66452 0.37646 1.58242
H -2.26167 -0.23530 2.49152
H -3.62825 -2.15043 1.58883
H -2.01122 -2.06166 0.90080
H -4.66534 -1.41005 -0.40396
H -3.29917 -2.32617 -1.04786
H -4.41764 -0.51361 -2.74812
H -2.82329 -1.22602 -2.98122
O 0.45367 2.69155 -0.32178